[1]
ORCA calculation (ωB97M-V/def2-TZVPD) on 2 unconnected molecules or ions with the total composition C2HBrCl2O in a non-equilibrium geometry.

Last column: natural (NBO) charge in e.
Geometry (Å):
C: -2.29034 -0.52865 0.66350  0.49
C: 1.00849 -0.09326 -0.14486  -0.31
O: -3.06523 0.16095 0.22059  -0.49
Cl: 1.91567 -0.83393 -1.52060  0.02
Cl: -0.10119 1.04928 -0.80353  0.03
Br: 2.17604 0.91712 1.14448  0.03
H: 0.35655 -0.67150 0.44043  0.23

Atomic forces in eV per Å
C -0.4564 0.3458 -0.2134
C 1.5109 1.6985 -0.6657
O 0.2506 -0.4293 0.3039
Cl -0.4735 0.0313 1.4192
Cl -0.5691 1.0332 -0.7509
Br -0.3402 -0.9139 -0.7099
H 0.0777 -1.7655 0.6169

The calculation puts the HOMO energy at -10.693 eV. The calculation puts the lowest unoccupied orbital energy at 0.07 eV. The calculation puts the energy at -3646.4188 Eh.

=====

[2]
ORCA calculation (ωB97M-V/def2-TZVPD) on 2 unconnected molecules or ions with the total composition C2HBrCl4 in a non-equilibrium geometry.

Last column: natural (NBO) charge in e.
Geometry (Å):
C: -0.23912 0.95407 -0.69015  -0.22
C: 0.29746 -0.84042 0.70219  -0.32
Cl: -0.77287 0.19466 -2.11821  0.08
Cl: -1.26585 2.02936 0.11853  0.07
Cl: 0.96329 -1.70667 -0.66380  0.03
Cl: 1.55496 -0.32704 1.76523  0.05
Br: -1.22748 -1.57068 1.60813  0.13
H: 0.68961 1.26673 -0.72192  0.17

Atomic forces in eV per Å
C -3.5497 -3.5994 2.0633
C -0.5121 2.0583 -2.2796
Cl -0.4487 0.4531 -0.1528
Cl -0.4842 0.1685 0.1511
Cl -0.0235 -0.9762 0.7761
Cl -0.0665 0.2072 0.2518
Br 0.5098 0.2223 -0.5545
H 4.5748 1.4660 -0.2554

The calculation puts the HOMO energy (spin up / spin down) at -8.839 / -8.839 eV. The calculation puts the lowest unoccupied orbital energy (spin up / spin down) at -0.61 / -0.61 eV. The calculation puts the energy at -4491.4827 Eh.

=====

[3]
ORCA calculation (ωB97M-V/def2-TZVPD) on a molecular structure, C2HBrDyNO4 in a non-equilibrium geometry.

Last column: Mulliken spin population.
Geometry (Å):
O: -1.30198 -0.18065 -1.82708  -0.06
C: -0.15045 0.01252 -1.58293  -0.08
O: 0.71015 0.11029 -2.51878  -0.04
O: 0.37107 0.23579 -0.25502  -0.02
C: -0.05070 -0.71223 0.63572  -0.02
O: -0.34236 -1.80970 0.35442  0.06
N: -0.10391 -0.39207 2.10252  0.43
Br: 0.25982 1.34346 2.51109  0.53
H: 0.64587 -0.94928 2.54595  0.00
Dy: -0.03752 2.34187 -1.96590  4.20

Atomic forces in eV per Å
O -2.1622 0.9753 2.1439
C 1.4338 -3.7639 -3.9919
O 0.6905 2.4915 2.3074
O -0.4988 0.1991 1.6385
C -0.7180 -0.9287 -0.2989
O 0.0246 -0.2635 0.0711
N 2.4074 2.3115 -1.5330
Br -0.5620 -0.8630 0.4602
H -0.8225 -0.5520 0.5880
Dy 0.2072 0.3936 -1.3853

The calculation puts the HOMO energy (spin up / spin down) at -18.435 / -18.149 eV. The calculation puts the lowest unoccupied orbital energy (spin up / spin down) at -9.73 / -13.29 eV. The calculation puts the energy at -3890.7977 Eh. As for the total charge: +2. As for the spin multiplicity: 6.